Molecular formula: C5H4NO4
Method: DFT, ωB97M-V with the def2-TZVPD basis set

The geometry in XYZ format:
```
14
C5H4NO4 ωB97M-V with the def2-TZVPD basis set
C -1.211 -0.209 -1.150
C -0.425 -0.070 1.296
C 1.054 -1.812 0.412
C -0.018 0.048 -0.213
C 0.540 1.478 -0.318
N 0.932 -0.954 -0.411
O -1.078 0.891 1.740
O 1.548 -2.847 0.671
O -1.932 0.601 -1.715
O 0.023 -1.136 1.808
H -1.321 -1.276 -1.386
H -0.272 2.181 0.088
H 0.878 1.775 -1.268
H 1.282 1.330 0.448
```

Computed properties:
F_max: 5.1 eV Å⁻¹
M: 142.090 g mol⁻¹
Gap between HOMO and LUMO: 0.3336 Ha
ΔE to the lowest compared entry with this formula, charge and spin: 0.000 eV
Electronic energy: -548.7164 a.u.
Total charge: -1

Atomic partial charges in e from the Mulliken method, atoms 1 to 5:
1. C -0.400
2. C 0.497
3. C 0.548
4. C 1.499
5. C -1.402

Molecular formula: C5H4NO4P
Method: DFT, ωB97M-V with the def2-TZVPD basis set

The geometry in XYZ format:
```
15
C5H4NO4P ωB97M-V with the def2-TZVPD basis set
C -0.054 -0.514 0.618
C -0.432 0.179 -0.477
C 0.973 -0.085 1.626
C 0.337 1.369 -0.983
C 1.424 0.991 0.985
N 1.127 1.768 0.105
O 1.141 0.970 -2.052
O -1.170 -0.024 -3.961
O -0.041 -0.711 -3.590
O -0.584 1.276 -4.035
P 0.925 0.671 -3.635
H -0.348 -1.520 0.776
H -1.154 -0.032 -1.277
H 1.281 -0.756 2.392
H -0.453 2.148 -1.231
```

Computed properties:
F_max: 2.7 eV Å⁻¹
M: 173.064 g mol⁻¹
Gap between HOMO and LUMO: 0.2824 Ha
Electronic energy: -889.7020 a.u.

Atomic partial charges in e from the Mulliken method, atoms 1 to 5:
1. C -0.226
2. C -0.506
3. C -0.688
4. C 0.400
5. C 0.380

Values of HOMO level, in order: -5.2 -8.2, all in eV.